# C4H8N2O

The molecule C4H8N2O (ωB97M-V with the def2-TZVPD basis set, the Open Molecules 2025 dataset).

Geometry as ORCA input:
```
! wB97M-V def2-TZVPD RIJCOSX def2/J DEFGRID3
* xyz 0 1
C 1.07581 -1.06954 0.03686
C -0.16321 -0.27705 0.44252
O 0.13388 0.64268 1.48209
C -1.20758 -1.21718 0.93133
N -2.00877 -1.96128 1.30855
C -0.73769 0.54191 -0.72993
N 0.21790 1.58430 -1.06754
H 1.49525 -1.57619 0.91272
H 1.80334 -0.37543 -0.39091
H 0.83365 -1.83556 -0.70504
H 0.98679 0.41103 1.86450
H -1.73422 0.91188 -0.43849
H -0.87126 -0.12528 -1.59006
H 0.32876 2.17520 -0.24793
H -0.15267 2.17052 -1.80867
*
```

## Properties
SMILES: C[C@](O)(C#N)CN
orbital gap: 10.63 eV
molar mass: 100.1 g/mol